44
Properties=species:S:1:pos:R:3:mulliken_charge:R:1 method="wB97M-V/def2-TZVPD" homo_energy_ev=-4.6 e_lumo_ev=5.1 de_lowest_ev=0.1199 max_force_ha_per_bohr=0.0122 gap_ev=9.7 charge=-2
S 10.63262 23.65749 -2.59614 0.389
O 11.89128 22.88360 -2.79436 -0.412
O 10.92953 25.08433 -2.35559 -0.505
O 9.81130 23.54235 -3.81416 -0.597
O 9.95236 23.08364 -1.41340 -0.436
O 8.17125 20.98272 -1.49827 -0.723
H 7.47184 21.37081 -2.03102 0.324
H 8.81393 21.71257 -1.39327 0.237
O 7.26884 23.99994 -0.76048 -0.685
H 7.06762 24.05168 -1.70069 0.339
H 8.22516 23.82060 -0.74151 0.367
O 10.59350 27.41858 -3.68481 -0.697
H 11.49163 27.74682 -3.59864 0.262
H 10.56717 26.65316 -3.07246 0.412
O 7.59238 22.34361 -4.85242 -0.687
H 8.43022 22.69848 -4.48790 0.501
H 7.76819 22.24652 -5.79094 0.270
O 11.81451 21.02294 -4.82715 -0.667
H 11.94743 21.65285 -4.08591 0.282
H 11.34738 20.29152 -4.41374 0.298
O 9.64361 25.81559 0.12805 -0.669
H 10.37181 25.61766 0.72670 0.333
H 9.97736 25.50899 -0.73204 0.326
O 15.00394 21.45385 -3.67829 -0.694
H 14.43235 22.16616 -3.36395 0.320
H 14.73846 21.32368 -4.59316 0.308
O 11.10749 23.72289 -6.29630 -0.673
H 10.76429 23.46761 -5.41883 0.349
H 11.07054 22.90336 -6.79597 0.283
O 7.88656 25.57743 -3.91810 -0.648
H 8.38362 26.38895 -4.06503 0.333
H 8.56511 24.87878 -3.97920 0.348
O 12.08419 20.64792 -1.11890 -0.690
H 11.31251 21.09012 -0.75145 0.311
H 12.49169 21.34366 -1.65702 0.346
O 11.27720 23.45827 0.99615 -0.667
H 11.20247 22.68485 1.56034 0.267
H 10.79454 23.21751 0.17612 0.308
O 13.16168 26.32744 -0.99116 -0.754
H 13.69206 25.56128 -1.25735 0.400
H 12.26793 26.07478 -1.26099 0.374
O 14.36930 24.05319 -2.34873 -0.868
H 13.46688 23.78986 -2.61635 0.439
H 14.46908 23.69089 -1.46148 0.346

=====

13
Properties=species:S:1:pos:R:3:mulliken_charge:R:1 method="wB97M-V/def2-TZVPD" homo_energy_ev=-9.0 smiles="[H]/N=C/NCC" e_lumo_ev=1.1 de_lowest_ev=1.3370 max_force_ha_per_bohr=0.0216 gap_ev=10.1 charge=0
H -2.13618 -1.94447 2.22141 0.244
N -1.34197 -1.32756 2.08904 -0.656
C -1.08712 -1.08097 0.87622 0.069
N 0.01289 -0.34888 0.52085 -0.349
C 0.00438 0.43954 -0.72070 -0.344
C 1.41356 1.00430 -0.97632 -1.026
H -1.67229 -1.41939 0.01589 0.268
H 0.41800 0.17282 1.28519 0.265
H -0.64468 1.27667 -0.57473 0.309
H -0.32968 -0.15487 -1.56683 0.328
H 1.41205 2.09113 -1.01055 0.268
H 1.84146 0.67231 -1.92812 0.274
H 2.10956 0.61936 -0.23136 0.349

=====

52
Properties=species:S:1:pos:R:3:mulliken_charge:R:1 method="wB97M-V/def2-TZVPD" homo_energy_ev=-12.0 e_lumo_ev=-2.1 de_lowest_ev=0.0000 max_force_ha_per_bohr=0.0252 gap_ev=10.0 charge=+1
N -0.53344 -0.18962 -0.76277 0.538
C -0.65379 1.21489 -1.24073 0.294
C -2.06427 1.46438 -1.75350 -0.596
C -2.41437 0.69914 -3.03362 -0.370
C -1.63029 1.17900 -4.25738 -1.206
C -0.31976 2.15352 -0.07472 -1.223
N 0.91835 1.73860 0.58177 -0.150
H -0.74944 -0.89678 -1.48666 0.499
H 0.41809 -0.42836 -0.37754 0.309
H -1.22519 -0.33523 -0.02531 -0.159
H 0.07281 1.35793 -2.02687 0.287
H -2.15580 2.53783 -1.94284 0.453
H -2.79770 1.21576 -0.98088 0.133
H -3.46405 0.83175 -3.24450 0.392
H -2.28355 -0.38074 -2.90113 0.234
H -0.55257 1.02189 -4.14234 0.276
H -1.84493 2.23370 -4.42769 0.292
H -1.95585 0.66684 -5.15378 0.413
H -0.21152 3.14153 -0.48702 0.436
H -1.14451 2.15873 0.64524 0.335
H 1.67531 2.38120 0.40177 0.190
H 0.82731 1.63170 1.58362 0.121
H 2.56480 -0.71982 0.39245 0.318
H 2.24606 -2.10529 -0.15709 0.402
O 1.81304 -1.34349 0.28225 -0.958
H -0.63970 -2.56820 2.13667 0.445
H -1.79622 -3.63234 2.28234 0.248
O -1.48072 -2.92630 1.71580 -0.726
H -2.19000 0.66983 1.98933 0.376
H -2.57390 1.60023 3.15943 0.313
O -1.86753 1.38910 2.56475 -0.736
H 4.69773 3.23649 0.89417 0.299
H 4.58225 2.86446 -0.54836 0.320
O 4.20448 2.68838 0.30928 -0.669
H 0.47320 0.70126 4.51055 0.283
H -0.64838 0.91350 3.42289 0.445
O 0.28371 0.63372 3.56965 -0.753
H 4.30641 -0.05479 1.70210 0.302
H 4.10298 0.99984 0.58339 0.373
O 4.06496 0.05343 0.77112 -0.702
H 0.48978 -1.03318 3.04399 0.455
H 1.10013 -1.76763 1.81548 0.449
O 0.60299 -1.93212 2.65720 -0.809
H -3.50233 -0.78559 0.68562 0.252
H -2.31917 -1.51633 1.38738 0.307
O -2.61700 -0.65777 1.01448 -0.715
H 4.10641 -3.00569 -1.03898 0.321
H 3.33128 -4.14771 -0.42479 0.316
O 3.21006 -3.32385 -0.91959 -0.679
H -1.44526 -2.99300 -0.10459 0.361
H -1.57629 -3.74666 -1.49668 0.282
O -1.43459 -2.88815 -1.09334 -0.613

=====

247
Properties=species:S:1:pos:R:3:mulliken_charge:R:1 method="wB97M-V/def2-TZVPD" homo_energy_ev=-14.3 e_lumo_ev=-9.9 max_force_ha_per_bohr=0.1059 gap_ev=4.4 charge=+7
C 36.97325 -3.53622 30.09274 -0.891
C 37.26333 -2.61887 31.06316 0.385
C 36.41180 -1.30951 31.35198 0.283
O 36.56398 -0.53047 32.39408 -0.837
C 35.40843 -0.95315 30.48693 -0.563
C 35.02629 -1.84306 29.37534 0.518
C 35.81246 -3.23674 29.19164 0.508
O 35.43073 -4.02890 28.32345 -0.733
O 34.17408 -1.52340 28.56973 -0.696
O 38.43099 -2.83053 31.62395 -0.790
H 37.51585 -4.45685 29.93650 0.434
H 34.81323 -0.09138 30.75053 0.422
C 49.01534 0.03715 33.37805 -0.863
O 47.87105 0.09752 32.62065 -0.318
C 47.36796 -1.15067 32.30352 -0.571
C 46.03686 -1.32757 33.12253 -0.608
N 45.11690 -0.09407 32.80767 -0.216
H 45.53374 0.79037 33.06088 0.392
H 45.02603 -0.03918 31.80326 0.415
C 43.64425 -0.28890 33.29113 -0.522
C 42.75842 0.91866 33.43804 -0.669
O 43.03326 1.81736 32.42633 -0.350
C 42.83799 3.15192 32.68962 -0.802
H 49.37553 1.00942 33.71427 0.296
H 49.85904 -0.41021 32.85257 0.353
H 49.01449 -0.45787 34.34916 0.351
H 48.03486 -1.99059 32.49809 0.423
H 47.20046 -1.19942 31.22757 0.389
H 46.23230 -1.17263 34.18361 0.417
H 45.43789 -2.20767 32.88849 0.377
H 43.73378 -0.72682 34.28526 0.350
H 43.17372 -0.88027 32.50564 0.355
H 43.05371 1.36329 34.38842 0.377
H 41.69853 0.66452 33.44982 0.480
H 42.72801 3.66691 31.73526 0.314
H 43.43267 3.63642 33.46403 0.317
H 41.77649 3.11701 32.93479 0.313
C 36.91593 -8.46154 33.76714 -0.759
O 36.52864 -9.53897 32.97082 -0.360
C 35.22464 -9.33382 32.44362 -0.621
C 34.48060 -10.32478 31.53403 -0.552
N 34.70362 -11.66189 32.21873 -0.193
H 35.49873 -11.57196 32.83502 0.405
H 33.96950 -11.79850 32.89881 0.390
C 35.05158 -12.92456 31.42102 -0.596
C 35.61166 -14.02036 32.44030 -0.509
O 36.50746 -13.41218 33.42700 -0.339
C 36.98004 -14.30651 34.48098 -0.833
H 36.35893 -8.25962 34.68206 0.318
H 36.72527 -7.61588 33.10638 0.358
H 37.95982 -8.31383 34.04387 0.231
H 35.27313 -8.50446 31.73800 0.539
H 34.42897 -8.95864 33.08724 0.408
H 34.95686 -10.34991 30.55391 0.219
H 33.40099 -10.20427 31.44460 0.377
H 35.72893 -12.43751 30.71953 0.304
H 34.22942 -13.26630 30.79223 0.390
H 36.24378 -14.72787 31.90369 0.406
H 34.76074 -14.62623 32.75167 0.453
H 37.83363 -14.93066 34.21656 0.317
H 36.20310 -14.95216 34.89037 0.338
H 37.16863 -13.83532 35.44562 0.308
C 39.08531 10.04756 40.50957 -0.796
O 38.88929 9.06128 39.50765 -0.317
C 40.05858 8.36872 39.15025 -0.490
C 40.00074 8.10068 37.62682 -0.516
N 39.01633 8.94298 36.75146 -0.269
H 39.09367 9.92028 36.99434 0.343
H 39.30159 8.95400 35.78264 0.403
C 37.56475 8.36186 36.73900 -0.679
C 37.46980 7.01848 36.06957 -0.412
O 38.20954 5.91925 36.76932 -0.284
C 38.27460 4.71812 36.09471 -0.823
H 39.44132 9.56799 41.42137 0.321
H 38.09396 10.45372 40.71044 0.251
H 39.75061 10.84353 40.17502 0.355
H 40.14418 7.45453 39.73765 0.379
H 41.02365 8.85027 39.30785 0.394
H 39.91924 7.06613 37.29342 0.241
H 40.98284 8.37362 37.24071 0.462
H 37.07164 9.12305 36.13441 0.493
H 37.28759 8.19845 37.78044 0.284
H 37.94455 7.23727 35.11309 0.364
H 36.39116 6.86573 36.03330 0.389
H 37.53927 3.95957 36.36300 0.278
H 39.23563 4.24302 36.29164 0.266
H 38.10815 4.72512 35.01751 0.363
C 39.68518 -3.66683 37.63587 -0.801
O 38.57826 -2.89513 38.14814 -0.386
C 37.80219 -2.19539 37.11944 -0.501
C 36.71380 -1.35004 37.88005 -0.506
N 36.23813 -2.26496 39.05537 -0.130
H 35.60929 -2.91374 38.60399 0.391
H 37.09311 -2.65500 39.42547 0.451
C 35.39893 -1.62941 40.15026 -0.845
C 35.97426 -0.38117 40.89308 -0.433
O 36.25711 0.72804 39.92453 -0.354
C 36.33912 2.10882 40.46820 -0.787
H 39.82197 -4.59648 38.18827 0.291
H 40.54453 -3.00027 37.70876 0.279
H 39.58155 -3.97587 36.59575 0.334
H 37.26656 -2.87095 36.45249 0.390
H 38.40047 -1.50855 36.52078 0.379
H 35.97553 -1.06071 37.13215 0.316
H 37.12575 -0.44003 38.31623 0.379
H 35.26152 -2.54524 40.72512 0.461
H 34.38173 -1.47576 39.79001 0.344
H 36.90227 -0.68556 41.37707 0.341
H 35.26353 -0.08656 41.66519 0.472
H 36.31027 2.20470 41.55360 0.355
H 35.45970 2.67069 40.15355 0.278
H 37.23760 2.58222 40.07234 0.276
C 37.76110 -9.71078 26.45571 -0.846
O 38.22243 -10.47985 25.39444 -0.353
C 37.46587 -11.59323 25.14798 -0.418
C 37.76666 -12.29210 23.80039 -0.749
N 39.30873 -12.50035 23.72203 -0.163
H 39.62678 -12.75562 22.79803 0.407
H 39.76099 -11.62169 23.93060 0.405
C 39.93134 -13.44109 24.78191 -0.543
C 39.90723 -14.90817 24.32740 -0.603
O 40.55024 -15.12534 23.09214 -0.364
C 40.77086 -16.50468 22.65048 -0.640
H 38.55596 -8.97040 26.54580 0.289
H 37.75594 -10.21699 27.42102 0.331
H 36.84555 -9.13135 26.33686 0.340
H 36.43431 -11.24190 25.17139 0.483
H 37.50866 -12.34861 25.93263 0.365
H 37.55560 -11.61449 22.97311 0.407
H 37.32609 -13.25369 23.53708 0.337
H 39.45719 -13.32526 25.75652 0.229
H 40.97752 -13.13793 24.82337 0.427
H 38.92944 -15.38980 24.31988 0.400
H 40.57675 -15.42209 25.01713 0.422
H 41.13103 -16.42013 21.62518 0.246
H 39.79386 -16.97726 22.75168 0.306
H 41.42317 -16.93280 23.41161 0.284
C 33.96086 5.30166 30.01968 -0.734
O 34.39091 3.93898 29.81811 -0.245
C 35.07931 3.72965 28.56053 -0.625
C 34.10198 3.64270 27.34445 -0.672
N 32.93046 2.69692 27.62882 -0.015
H 33.28035 1.79815 27.92865 0.253
H 32.47296 3.05061 28.45688 0.446
C 31.93463 2.52017 26.48347 -0.741
C 30.58226 1.87198 26.95816 -0.519
O 30.20546 2.55580 28.16217 -0.330
C 29.43245 3.77357 27.82101 -0.737
H 34.84333 5.94125 30.00331 0.327
H 33.48741 5.31478 31.00140 0.216
H 33.24013 5.65387 29.28171 0.320
H 35.52148 2.73434 28.60462 0.359
H 35.84930 4.49134 28.43786 0.407
H 34.54110 3.31891 26.40082 0.458
H 33.76310 4.67835 27.31822 0.351
H 32.45676 1.85955 25.79134 0.435
H 31.66478 3.45961 26.00104 0.366
H 30.75231 0.80199 27.07784 0.384
H 29.87682 1.97713 26.13390 0.379
H 30.11014 4.45780 27.31045 0.298
H 28.92736 4.25727 28.65708 0.286
H 28.66084 3.56739 27.07925 0.323
C 35.51866 -6.08552 22.54962 -0.783
O 34.09780 -5.89858 22.46166 -0.324
C 33.70459 -4.53803 22.46989 -0.650
C 33.89409 -3.87906 23.88004 -0.514
N 32.68454 -4.03275 24.77282 -0.169
H 32.96151 -3.73298 25.69668 0.326
H 31.97049 -3.40779 24.42691 0.378
C 32.17223 -5.45726 25.17649 -0.564
C 31.13655 -5.34109 26.29446 -0.689
O 29.82320 -4.97998 25.73950 -0.347
C 29.03834 -4.20633 26.60511 -0.642
H 35.74187 -7.13453 22.74420 0.251
H 36.01738 -5.56058 23.36438 0.310
H 36.14848 -5.75091 21.72533 0.358
H 32.77445 -4.35407 21.93220 0.468
H 34.37828 -3.96220 21.83534 0.388
H 34.01517 -2.79704 23.93185 0.368
H 34.61159 -4.39142 24.52096 0.344
H 33.05766 -6.02084 25.47057 0.377
H 31.79220 -5.82265 24.22246 0.465
H 31.52664 -4.70421 27.08839 0.389
H 31.02326 -6.28194 26.83304 0.439
H 28.21994 -3.90761 25.95006 0.262
H 29.58799 -3.31910 26.91944 0.249
H 28.75266 -4.92843 27.36999 0.306
C 42.94321 -9.39061 34.29335 -1.402
C 42.36466 -8.74326 33.07487 -0.168
C 43.33902 -8.82043 31.77820 -0.616
N 42.76912 -8.22446 30.47207 0.000
C 42.13903 -6.81986 30.69695 -0.968
C 43.17218 -5.75158 30.87848 -0.620
C 44.15331 -5.83997 29.76750 -0.590
C 44.85071 -7.14827 29.52950 -0.732
C 43.78115 -8.29034 29.37324 -0.629
C 41.61751 -9.16349 29.87535 -1.121
H 43.85130 -8.92640 34.67805 0.348
H 43.17859 -10.41526 34.00565 0.358
H 42.22252 -9.37821 35.11100 0.389
H 42.11499 -7.69799 33.25698 0.296
H 41.38739 -9.16567 32.84115 0.270
H 43.59313 -9.82332 31.43505 0.397
H 44.20585 -8.17309 31.91113 0.439
H 41.35897 -6.76296 31.45614 0.457
H 41.51137 -6.66457 29.81944 0.433
H 43.58038 -5.86972 31.88223 0.289
H 42.62407 -4.81359 30.96692 0.530
H 44.85823 -5.06162 30.05964 0.361
H 43.63952 -5.54686 28.85197 0.265
H 45.73699 -7.33560 30.13573 0.365
H 45.35109 -6.97656 28.57648 0.390
H 44.08745 -9.31757 29.17556 0.531
H 43.29709 -8.12268 28.41112 0.449
H 42.03447 -10.14684 29.65793 0.359
H 41.28542 -8.69079 28.95104 0.567
H 40.88837 -9.24247 30.68172 0.350
C 32.94143 -3.49597 33.27907 -1.383
C 31.69618 -2.57194 33.24444 -0.253
C 31.84305 -1.53093 34.48512 -0.927
N 30.58820 -0.68789 34.89443 0.291
C 30.32524 0.23398 33.70623 -0.807
C 31.43313 1.33447 33.55790 -0.554
C 31.58048 2.11141 34.85972 -0.845
C 31.80206 1.25624 36.14222 -0.390
C 30.74011 0.11366 36.23908 -0.720
C 29.33807 -1.58644 35.08375 -1.022
H 33.03887 -4.01306 32.32449 0.404
H 32.88517 -4.12785 34.16544 0.363
H 33.79879 -2.82291 33.27907 0.300
H 30.79058 -3.14209 33.45162 0.282
H 31.62187 -2.29358 32.19320 0.387
H 32.69528 -0.85464 34.41852 0.477
H 32.13161 -2.11699 35.35769 0.386
H 30.13160 -0.27854 32.76394 0.521
H 29.45675 0.88871 33.77797 0.426
H 32.41114 1.01681 33.19641 0.271
H 31.14798 2.04614 32.78310 0.429
H 32.43919 2.77556 34.76162 0.471
H 30.66070 2.66555 35.04684 0.317
H 32.75877 0.77190 35.94673 0.082
H 32.04494 1.77893 37.06737 0.476
H 30.93917 -0.61174 37.02792 0.492
H 29.78272 0.56766 36.49479 0.341
H 29.01806 -2.01673 34.13479 0.381
H 28.44480 -1.11269 35.49088 0.350
H 29.71541 -2.29684 35.81930 0.436

=====

Record order is preserved below.
Electronic energy: -1693.0680, -228.5995, -1073.2947, -4451.0241 hartree